Here is a structure of composition C29H68F8FeO29PS8 in a non-equilibrium geometry from the OMol25 dataset. Energies are from the ωB97M-V functional and the def2-TZVPD basis.

Its total energy is -242650.5793 eV. The LUMO energy (alpha / beta) is 0.0 / -1.5 eV. The expectation value of S² is 8.76. The multiplicity is 6.

Last column: Löwdin spin population.
Atoms and positions in Å:
Fe1 0.872 -2.190 0.237  4.20
P1 -0.331 0.157 0.477  0.01
O1 -0.989 0.304 1.833  0.02
O2 1.143 -0.415 0.840  0.33
O3 -0.251 1.341 -0.288  0.02
O4 -0.881 -1.215 -0.312  0.25
C1 -5.604 0.367 2.237  0.00
C2 -6.345 -0.582 1.259  0.00
C3 -7.595 -1.135 1.965  0.00
F1 -8.395 -0.068 2.253  0.00
F2 -8.329 -1.874 1.070  0.00
F3 -6.705 0.016 0.097  0.00
F4 -5.674 -1.720 0.904  0.00
O5 -4.494 0.932 1.659  0.00
C4 -4.034 2.148 2.228  0.00
C5 -2.782 2.567 1.433  0.00
F5 -3.022 2.580 0.127  0.00
F6 -2.522 3.821 1.821  0.00
F7 -5.054 3.108 2.148  0.00
F8 -3.729 2.013 3.539  0.00
H1 -5.330 -0.215 3.113  0.00
H2 -6.397 1.105 2.446  0.00
H3 -7.417 -1.676 2.910  0.00
H4 -1.949 1.900 1.677  0.00
O6 -0.391 -3.688 1.381  0.03
S1 -1.461 -3.812 2.405  0.00
O7 -2.173 -5.097 2.587  0.00
O8 -0.738 -3.258 3.702  0.00
C6 -1.261 -3.643 5.036  0.00
C7 -0.214 -3.127 6.047  0.00
C8 -2.646 -2.518 2.052  0.00
H5 -1.509 -4.708 4.998  0.00
H6 -2.251 -3.141 5.110  0.00
H7 -0.430 -3.461 7.055  0.00
H8 -0.168 -2.056 6.093  0.00
H9 0.763 -3.534 5.740  0.00
H10 -3.341 -2.747 1.271  0.00
H11 -2.212 -1.540 1.798  0.00
H12 -3.207 -2.403 2.972  0.00
O9 1.295 -5.716 -1.651  0.00
S2 0.113 -4.908 -1.804  0.00
O10 0.201 -3.491 -1.432  0.03
O11 -0.336 -5.051 -3.364  0.00
C9 -1.248 -4.060 -3.909  0.00
C10 -2.672 -4.151 -3.347  0.00
C11 -1.064 -5.682 -0.827  0.00
H13 -1.219 -4.214 -4.991  0.00
H14 -0.757 -3.096 -3.744  0.00
H15 -3.182 -5.126 -3.226  0.00
H16 -3.269 -3.545 -4.030  0.00
H17 -2.716 -3.646 -2.380  0.00
H18 -0.634 -5.696 0.151  0.00
H19 -1.269 -6.641 -1.337  0.00
H20 -1.931 -5.023 -0.804  0.00
O12 0.102 -0.181 -5.764  0.00
S3 1.044 -0.609 -4.761  0.00
O13 1.402 -1.991 -4.611  0.00
O14 2.458 0.183 -4.919  0.00
C12 2.304 1.511 -5.523  0.00
C13 3.681 2.188 -5.264  0.00
C14 0.412 -0.177 -3.087  0.00
H21 1.549 2.096 -4.986  0.00
H22 1.991 1.551 -6.565  0.00
H23 3.891 2.056 -4.216  0.00
H24 3.662 3.237 -5.537  0.00
H25 4.398 1.690 -5.916  0.00
H26 -0.034 0.812 -3.172  0.00
H27 1.226 -0.202 -2.390  0.00
H28 -0.261 -0.948 -2.786  0.00
O15 0.506 2.894 -2.804  0.00
S4 1.423 3.752 -2.108  0.00
O16 2.325 4.565 -2.857  0.00
O17 0.610 4.808 -1.172  0.00
C15 -0.640 4.426 -0.568  0.00
C16 -1.438 5.683 -0.402  0.00
C17 2.354 2.776 -0.959  0.00
H29 -0.412 3.894 0.365  0.00
H30 -1.147 3.716 -1.205  0.00
H31 -1.663 6.142 -1.390  0.00
H32 -0.926 6.447 0.177  0.00
H33 -2.391 5.509 0.057  0.00
H34 2.872 1.943 -1.445  0.00
H35 1.656 2.289 -0.288  0.00
H36 3.069 3.416 -0.463  0.00
O18 4.157 -3.741 -0.384  0.00
S5 3.721 -2.787 -1.344  0.01
O19 2.585 -2.019 -0.858  0.05
O20 4.968 -1.832 -1.721  0.00
C18 4.855 -0.621 -2.567  0.00
C19 5.552 0.459 -1.870  0.00
C20 3.313 -3.457 -3.005  0.00
H37 3.761 -0.422 -2.704  0.00
H38 5.224 -0.803 -3.583  0.00
H39 6.041 1.044 -2.646  0.00
H40 6.309 0.072 -1.250  0.00
H41 4.873 0.977 -1.202  0.00
H42 2.598 -4.250 -2.946  0.00
H43 4.291 -3.745 -3.403  0.00
H44 2.929 -2.676 -3.647  0.00
O21 4.519 2.494 4.265  0.00
S6 3.477 3.302 3.662  0.00
O22 3.214 3.216 2.209  0.00
O23 2.131 3.093 4.484  0.00
C21 0.856 3.520 3.812  0.00
C22 -0.201 2.744 4.565  0.00
C23 3.842 5.020 4.015  0.00
H45 0.888 3.370 2.746  0.00
H46 0.729 4.578 4.072  0.00
H47 -0.107 2.803 5.673  0.00
H48 -0.106 1.673 4.312  0.00
H49 -1.216 2.956 4.245  0.00
H50 3.929 5.200 5.093  0.00
H51 3.042 5.620 3.581  0.00
H52 4.745 5.316 3.462  0.00
O24 -5.018 -0.563 -3.434  0.00
S7 -3.736 -0.005 -3.128  0.00
O25 -2.571 -0.479 -3.842  0.00
O26 -3.887 1.573 -3.101  0.00
C24 -2.645 2.345 -3.287  0.00
C25 -3.042 3.810 -3.519  0.00
C26 -3.475 -0.403 -1.367  0.00
H53 -2.156 1.837 -4.124  0.00
H54 -2.016 2.228 -2.398  0.00
H55 -3.621 3.919 -4.429  0.00
H56 -2.091 4.376 -3.626  0.00
H57 -3.555 4.095 -2.588  0.00
H58 -2.513 -0.045 -1.061  0.00
H59 -3.571 -1.470 -1.159  0.00
H60 -4.196 0.186 -0.766  0.00
O27 2.089 -2.738 1.906  0.04
S8 2.736 -2.564 3.173  0.00
O28 2.773 -3.671 4.071  0.00
O29 4.217 -2.070 3.000  0.00
C27 4.348 -0.954 1.987  0.00
C28 5.734 -0.361 2.208  0.00
C29 1.839 -1.198 3.825  0.00
H61 3.519 -0.297 2.183  0.00
H62 4.177 -1.422 1.052  0.00
H63 6.072 0.140 1.294  0.00
H64 6.429 -1.153 2.512  0.00
H65 5.625 0.372 2.993  0.00
H66 2.598 -0.390 3.770  0.00
H67 1.753 -1.331 4.890  0.00
H68 0.988 -0.843 3.231  0.00


Here is a structure of composition C29H69AlCl2N4O16 in a non-equilibrium geometry from the OMol25 dataset. Energies are from the ωB97M-V functional and the def2-TZVPD basis.

Its total energy is -101528.1161 eV. The LUMO energy is -4.9 eV. The multiplicity is 1.

Last column: Löwdin charge in e.
Atoms and positions in Å:
Al1 -1.095 -0.962 -0.553  1.26
Cl1 -2.037 -2.986 -3.906  0.60
O1 -1.632 -1.684 -4.195  -0.36
O2 -1.163 -3.453 -2.861  -0.39
O3 -3.392 -2.968 -3.354  -0.37
O4 -2.022 -3.799 -5.073  -0.33
Cl2 -0.852 -2.727 3.981  0.59
O5 -0.981 -1.613 4.835  -0.36
O6 0.420 -3.326 4.181  -0.35
O7 -1.891 -3.659 4.250  -0.34
O8 -0.915 -2.320 2.576  -0.42
C1 -3.059 4.415 -0.590  -0.04
C2 -2.056 4.353 0.603  -0.38
C3 -2.743 5.377 1.622  -0.13
C4 -2.145 5.288 3.042  -0.18
C5 -2.382 3.861 3.526  -0.14
C6 -1.735 2.771 2.588  -0.42
N1 -2.045 2.953 1.155  0.06
O9 -1.523 1.987 0.240  -0.03
C7 -2.387 1.404 3.083  0.00
C8 -0.231 2.717 2.896  -0.01
C9 -0.672 5.063 0.176  0.02
H1 -3.409 5.443 -0.693  0.09
H2 -3.976 3.853 -0.412  0.08
H3 -2.748 4.115 -1.591  0.07
H4 -3.796 5.097 1.623  0.12
H5 -2.648 6.426 1.340  0.12
H6 -2.690 5.897 3.764  0.12
H7 -1.073 5.474 3.111  0.11
H8 -3.459 3.743 3.646  0.12
H9 -1.957 3.819 4.530  0.13
H10 -3.465 1.364 2.927  0.08
H11 -2.106 1.229 4.121  0.10
H12 -1.981 0.554 2.534  0.07
H13 0.304 3.667 2.874  0.08
H14 0.293 2.024 2.238  0.08
H15 -0.046 2.360 3.910  0.10
H16 -0.673 6.123 -0.080  0.10
H17 -0.297 4.457 -0.648  0.05
H18 0.042 4.915 0.986  0.06
C10 3.008 -1.649 2.670  -0.07
C11 2.074 -0.487 2.503  -0.33
O10 1.579 -0.389 1.205  -0.13
H19 3.808 -1.560 1.935  0.06
H20 2.496 -2.572 2.396  0.06
H21 3.380 -1.769 3.687  0.09
H22 2.613 0.452 2.632  0.11
H23 1.255 -0.547 3.220  0.10
H24 2.295 0.041 0.733  0.03
C12 0.437 -4.546 0.581  -0.07
O11 0.691 -3.362 -0.164  -0.26
C13 2.035 -3.301 -0.645  -0.21
C14 2.090 -2.631 -2.007  -0.21
N2 1.644 -1.267 -2.038  -0.01
C15 1.654 -0.722 -3.426  -0.14
C16 1.248 0.824 -3.372  -0.18
O12 -0.045 0.901 -2.737  -0.26
C17 -0.537 2.249 -2.892  -0.10
H25 -0.623 -4.373 0.769  0.07
H26 0.925 -4.468 1.552  0.09
H27 0.632 -5.453 0.009  0.10
H28 2.494 -4.278 -0.800  0.12
H29 2.631 -2.746 0.079  0.09
H30 1.420 -3.252 -2.600  0.13
H31 3.132 -2.623 -2.327  0.10
H32 2.323 -0.764 -1.485  0.08
H33 0.942 -1.165 -4.122  0.11
H34 2.567 -0.795 -4.017  0.11
H35 1.145 1.075 -4.428  0.12
H36 2.026 1.454 -2.941  0.10
H37 -1.426 2.380 -2.274  0.05
H38 -0.801 2.342 -3.945  0.10
H39 0.208 2.975 -2.568  0.07
C18 7.003 -3.967 0.897  -0.10
O13 6.926 -2.850 0.024  -0.19
C19 5.968 -2.968 -1.031  -0.22
C20 5.578 -1.657 -1.686  -0.21
N3 4.914 -0.697 -0.786  -0.03
C21 4.788 0.643 -1.409  -0.19
C22 4.181 1.716 -0.483  -0.17
O14 2.746 1.525 -0.362  -0.23
C23 2.023 2.737 -0.201  -0.10
H40 6.074 -4.039 1.462  0.08
H41 7.830 -3.861 1.599  0.09
H42 7.076 -4.911 0.357  0.09
H43 5.060 -3.433 -0.649  0.11
H44 6.329 -3.666 -1.787  0.13
H45 5.044 -1.799 -2.625  0.11
H46 6.546 -1.219 -1.931  0.11
H47 5.538 -0.631 0.006  0.11
H48 4.151 0.714 -2.290  0.11
H49 5.770 1.016 -1.702  0.12
H50 4.326 2.649 -1.027  0.11
H51 4.792 1.869 0.407  0.13
H52 2.429 3.302 0.638  0.10
H53 0.935 2.675 -0.175  0.06
H54 2.216 3.391 -1.051  0.08
C24 -3.436 0.979 -3.500  -0.11
O15 -3.532 0.312 -2.261  -0.20
C25 -4.683 0.730 -1.578  -0.23
C26 -4.859 -0.140 -0.390  -0.20
N4 -3.746 -0.320 0.537  -0.05
C27 -4.084 -1.351 1.538  -0.18
C28 -4.210 -2.778 0.979  -0.18
O16 -3.050 -3.079 0.174  -0.24
C29 -3.184 -4.433 -0.207  -0.12
H55 -4.160 0.655 -4.248  0.10
H56 -2.447 0.871 -3.947  0.07
H57 -3.585 2.053 -3.391  0.08
H58 -5.581 0.587 -2.178  0.14
H59 -4.627 1.778 -1.284  0.11
H60 -5.262 -1.068 -0.794  0.13
H61 -5.726 0.201 0.177  0.13
H62 -3.631 0.571 0.999  0.06
H63 -5.038 -1.093 1.998  0.12
H64 -3.460 -1.356 2.432  0.10
H65 -5.131 -2.924 0.415  0.12
H66 -4.207 -3.421 1.859  0.13
H67 -2.331 -4.748 -0.808  0.08
H68 -4.030 -4.609 -0.872  0.09
H69 -3.339 -5.180 0.571  0.10


- Which formula does entry 1 have?
  C29H68F8FeO29PS8


- multiplicity of number 1 (C29H68F8FeO29PS8)?
  6


- Which of these has the lowest multiplicity?
  C29H69AlCl2N4O16


- Which formula does entry 1 have?
  C29H68F8FeO29PS8